1.
Here is C37H35N6O4W as an isolated structure from OMol25. Energies are from the ωB97M-V functional and the def2-TZVPD basis.

Results
Charge: +1
Expectation value of S²: 2.019
HOMO level (spin up / spin down): -9.81 / -9.84 eV
2S+1: 3
Strongest force on any atom: 1.682 eV/Å
HOMO-LUMO gap (spin up / spin down): 5.92 / 6.13 eV
Energy above the lowest of the compared OMol25 structures with the same formula, charge and spin: 94.6 kcal/mol

```
83
Properties=species:S:1:pos:R:3:mulliken_charge:R:1
W -0.27740 -0.65601 0.73862 1.83
C 0.77646 0.16690 3.93236 -1.03
O -0.34750 0.01821 3.03211 -0.21
C -1.14784 1.17619 3.01247 0.53
C -1.77759 1.63786 4.15105 -0.45
C -2.65150 2.71170 4.05646 -0.79
C -2.90318 3.29345 2.82350 -1.01
C -2.24811 2.83607 1.69105 -0.55
C -1.33043 1.79758 1.77739 0.32
N -0.67081 1.33411 0.60618 0.24
N 0.67386 1.02299 0.79283 0.28
C 1.69419 1.62770 0.02823 0.00
C 2.93788 1.07467 0.04554 0.28
O 1.76451 -1.39444 0.22142 -1.04
C 4.02815 1.45767 -0.70667 -1.12
C 3.85833 2.52236 -1.55423 -0.94
C 2.63762 3.23385 -1.56884 0.68
C 2.48941 4.37243 -2.39804 -0.92
C 1.36800 5.14896 -2.33957 -0.71
C 0.35257 4.83851 -1.41768 -0.68
C 0.43724 3.71843 -0.63622 -0.36
C 1.55323 2.85148 -0.72544 0.84
H 0.42011 0.20016 4.95978 0.35
H 1.31421 1.08588 3.69737 0.34
H 1.42068 -0.68962 3.78974 0.32
H -1.61643 1.14609 5.10173 0.44
H -3.14791 3.07598 4.94532 0.45
H -3.61088 4.10731 2.74139 0.45
H -2.43979 3.27831 0.72151 0.55
H 4.98306 0.95059 -0.63557 0.49
H 4.67720 2.85625 -2.17979 0.44
H 3.30593 4.63133 -3.06153 0.43
H 1.27337 6.02119 -2.97331 0.41
H -0.50265 5.49608 -1.32601 0.44
H -0.34449 3.51010 0.07070 0.49
C 1.25710 -3.45963 -1.07780 -1.39
C 2.01528 -2.14036 -1.00714 -0.22
C 1.70793 -1.24249 -2.18302 1.36
C 2.64883 -1.14241 -3.19220 -0.82
C 2.43295 -0.30871 -4.27722 -1.33
C 1.29542 0.47204 -4.30956 -0.53
C 0.31949 0.39280 -3.31935 1.33
C -0.84074 1.35696 -3.40715 -0.76
C -1.81308 1.04320 -4.55079 -1.48
C 0.50686 -0.51811 -2.27088 -1.40
N -0.48332 -0.69670 -1.25894 0.46
C -1.78420 -0.70610 -1.59284 -0.95
C -2.75469 -0.63322 -0.60916 0.13
C -4.15442 -0.48487 -0.69339 -0.66
C -4.60925 -0.35173 0.60262 -1.18
C -3.48255 -0.42959 1.44142 -0.66
N -2.37318 -0.61052 0.73176 0.65
H 1.48828 -4.09459 -0.21925 0.30
H 1.57052 -3.98623 -1.97961 0.51
H 0.18382 -3.30160 -1.14190 0.19
H 3.08436 -2.35577 -1.01990 0.88
H 2.18152 -1.82665 0.99257 0.24
H 3.55710 -1.73007 -3.13123 0.48
H 3.16819 -0.23841 -5.06764 0.40
H 1.15188 1.18336 -5.11453 0.51
H -0.41355 2.34409 -3.58956 0.47
H -1.37323 1.41734 -2.45684 0.21
H -1.29311 1.04687 -5.50854 0.38
H -2.59927 1.79751 -4.58840 0.43
H -2.28574 0.06614 -4.43669 0.35
H -2.07486 -0.79505 -2.63197 0.83
H -4.73729 -0.46495 -1.60088 0.57
H -5.62604 -0.20529 0.92607 0.48
H -3.44974 -0.36246 2.51901 0.62
C 1.44164 -4.74387 4.07379 -1.07
N 0.45652 -4.29420 3.09390 0.24
C -0.64095 -5.05880 2.79438 -0.14
C -1.51792 -4.71240 1.83984 -1.21
C -1.28618 -3.48949 1.11308 0.74
O -1.85111 -3.15929 0.07715 -0.48
N -0.30500 -2.63185 1.60865 0.11
C 0.64899 -3.08274 2.47349 0.46
O 1.68662 -2.43301 2.67195 -0.85
H 1.45268 -5.82996 4.10420 0.39
H 1.20360 -4.35653 5.06469 0.31
H 2.42108 -4.37676 3.78507 0.35
H -0.73502 -5.98228 3.34881 0.43
H -2.34569 -5.34395 1.56004 0.53
```

***

2.
Here is C37H36N2O7SSn as an isolated structure from OMol25. Energies are from the ωB97M-V functional and the def2-TZVPD basis.

Results
Charge: -2
HOMO level: 0.94 eV
Strongest force on any atom: 7.598 eV/Å
HOMO-LUMO gap: 3.08 eV

```
84
Properties=species:S:1:pos:R:3:mulliken_charge:R:1
Sn -0.37920 0.83336 0.71311 -0.67
C -0.20740 1.65796 4.42811 -0.98
C 0.57770 1.86466 3.17831 0.32
C 1.55170 0.95526 2.78871 -1.53
C 2.28410 1.15496 1.63521 0.18
C 2.05790 2.27066 0.85471 -0.46
C 1.10750 3.19366 1.24131 0.31
C 0.37210 2.99036 2.39261 -0.96
H 0.25390 2.18826 5.26511 0.43
H -0.26210 0.59756 4.68721 0.16
H -1.22920 2.02106 4.31291 0.19
H 1.72330 0.07866 3.39141 0.27
H 3.01980 0.42486 1.33511 0.22
H 2.61440 2.41256 -0.05759 0.24
H 0.93210 4.06896 0.63701 0.27
H -0.38680 3.70006 2.67711 0.28
C 2.20810 -0.04674 -7.78189 -1.46
C 2.42390 -0.33074 -6.32479 1.09
C 3.12690 -1.47264 -5.91909 -0.69
C 3.34300 -1.72394 -4.56309 -0.49
C 2.86690 -0.82124 -3.60719 -0.03
C 2.17930 0.32966 -3.99659 -0.18
C 1.96160 0.57156 -5.35489 -0.93
S 3.14160 -1.14614 -1.88099 1.44
O 3.54510 -2.53374 -1.76169 -0.70
O 3.98850 -0.08314 -1.38189 -0.75
N 1.63330 -0.99594 -1.17409 0.30
C 0.52690 -1.84694 -1.65329 -1.09
C -0.75480 -1.47064 -0.93139 0.05
C -1.19800 -0.11274 -1.46409 0.62
O -2.30810 -0.10164 -2.06069 -0.86
O -0.37920 0.83336 -1.25699 -0.66
H 2.25960 -0.96614 -8.37499 0.35
H 2.97280 0.64636 -8.14569 0.28
H 1.21890 0.39216 -7.94869 0.35
H 3.50440 -2.17764 -6.65599 0.31
H 3.88140 -2.61844 -4.25969 0.41
H 1.79620 1.02936 -3.25459 0.31
H 1.41530 1.46586 -5.64809 0.37
H 1.31740 -0.01094 -1.07029 -0.11
H 0.77050 -2.89344 -1.44209 0.28
H 0.39340 -1.73234 -2.73359 0.82
H -0.60960 -1.41044 0.15271 -0.25
H -1.52800 -2.22114 -1.12979 0.35
N 0.25790 -1.12744 0.71311 0.44
C 0.27000 -2.05654 1.56201 -0.60
C 0.92580 -3.33774 1.20891 0.75
C 0.39710 -4.54764 1.67541 -0.61
C 1.01020 -5.75654 1.33931 -0.69
C 2.14780 -5.76284 0.53321 -0.57
C 2.67320 -4.56174 0.05821 -0.77
C 2.06340 -3.35054 0.39191 -0.34
C -0.37460 -1.81804 2.87201 0.35
C 0.25140 -2.25094 4.04671 -0.39
C -0.35490 -2.02534 5.28391 -0.72
C -1.58210 -1.36574 5.35091 -0.55
C -2.20450 -0.92594 4.18261 -0.94
C -1.60150 -1.14764 2.94311 0.32
H -0.50020 -4.56464 2.28861 0.42
H 0.59580 -6.69384 1.70181 0.37
H 2.62240 -6.70494 0.27031 0.34
H 3.55750 -4.56704 -0.57399 0.39
H 2.48830 -2.42304 0.01641 0.62
H 1.21560 -2.75134 4.01071 0.47
H 0.13310 -2.35934 6.19601 0.32
H -2.05200 -1.18954 6.31541 0.30
H -3.15910 -0.40884 4.23621 0.38
H -2.09860 -0.80374 2.03961 0.73
O -4.46120 2.51566 1.74631 -0.32
C -4.46780 3.58156 0.89281 1.09
C -5.60460 4.40636 0.89391 -1.10
C -5.68030 5.51186 0.04891 -0.41
C -4.62030 5.79766 -0.80049 -0.72
C -3.49110 4.97486 -0.79879 -0.35
C -3.38200 3.84546 0.04591 -0.02
C -2.10520 3.01216 -0.03019 1.48
O -1.22290 3.40886 -0.86489 -0.70
O -1.97100 1.99026 0.71311 0.37
H -5.28280 2.48586 2.25021 0.26
H -6.43980 4.19386 1.55301 0.24
H -6.56130 6.14516 0.05451 0.35
H -4.65910 6.65376 -1.46639 0.36
H -2.66460 5.20906 -1.47029 0.41
H -1.79540 -0.19604 0.71311 -0.35
```